The following is a DFT calculation (the ωB97M-V functional and the def2-TZVPD basis) of a cluster of 2 separate species, C7H8BrISi in total.

The geometry in XYZ format:
```
18
Properties=species:S:1:pos:R:3:forces:R:3
C 1.753872 0.380369 -2.563726 -1.6927 -1.4769 0.9372
C 1.327965 1.457910 -1.774316 2.7976 0.7401 -1.4753
C 1.005735 -0.847118 -2.473846 0.0947 1.2847 0.3219
C 0.313214 1.380988 -0.891037 -1.4936 -1.1738 0.1977
C -0.227483 -0.865256 -1.765016 0.5098 0.7561 -0.8496
C -0.558105 0.263545 -0.996963 -0.3832 0.1418 0.6751
C -1.285511 0.071186 3.560508 -0.4549 -0.8492 -1.0120
Si -2.088552 0.447278 0.103806 -0.2273 -0.6944 0.0079
Br -3.207449 2.374954 -0.251544 0.3158 -0.3136 -0.0121
I -3.693562 -1.444832 -0.318156 0.4592 0.4997 0.0883
H 2.660102 0.585839 -3.123460 -0.1632 -0.7524 -0.2079
H 2.001545 2.333792 -1.917153 -0.8733 -0.3757 0.6966
H 1.317538 -1.799726 -2.884581 0.1956 0.3084 -0.4875
H 0.141247 2.120068 -0.125323 -0.1474 0.3958 -0.1608
H -0.943600 -1.692632 -1.970231 0.6994 0.6108 0.6804
H -1.930443 -0.844143 3.437822 0.9126 1.0992 0.2493
H -0.200374 -0.015519 3.301211 -1.2715 0.3447 0.4428
H -1.818689 1.011649 3.775501 0.7224 -0.5453 -0.0921
```
Positions in Å, forces in eV/Å.

Properties
Max |F| (hartree/bohr): 0.06317
Spin multiplicity: 1
Energy relative to the best compared isomer or geometry (same formula, charge and spin) (kcal/mol): 52.09
LUMO level (alpha / beta) (eV): -0.075 / -1.507
E_tot (hartree): -3432.68496
Gap between HOMO and LUMO (alpha / beta) (Ha): 0.2867 / 0.2743
HOMO level (alpha / beta) (eV): -7.88 / -8.97

=====

The following is a DFT calculation (the ωB97M-V functional and the def2-TZVPD basis) of an isolated molecule of C7H8BrNO.

The geometry in XYZ format:
```
18
Properties=species:S:1:pos:R:3:forces:R:3
N -1.727608 -3.160421 -0.317244 -0.5446 -0.3458 0.0383
C -0.774650 -2.533379 -0.378723 -0.0888 -0.1490 -0.0262
C 0.410074 -1.720823 -0.476478 0.4785 0.4406 0.2931
C 0.241769 -0.410781 0.312577 0.0344 0.1791 -0.3869
O 0.328914 -0.765724 1.675264 0.0497 -0.2807 0.2187
C -1.062236 0.349412 -0.031583 0.1197 0.0506 0.0333
C -0.685301 1.840070 -0.110198 -0.1117 -0.0464 0.0459
C 0.805638 1.827384 -0.248230 0.0698 -0.1680 -0.0467
C 1.301202 0.614474 -0.053406 0.0153 0.0216 -0.0042
Br 3.127010 0.136255 -0.100466 -0.1707 0.0688 0.0238
H 1.252254 -2.275311 -0.053884 0.0088 0.0880 -0.1382
H 0.610098 -1.504538 -1.528854 0.0351 -0.0024 0.1014
H 0.200460 0.015234 2.224405 0.0163 0.0316 -0.0667
H -1.826440 0.143069 0.716351 0.0046 -0.0946 -0.0493
H -1.439624 0.007982 -0.995044 -0.0220 0.0057 -0.0123
H -0.972960 2.384872 0.793444 -0.0534 0.0557 -0.0488
H -1.160639 2.338614 -0.955088 -0.0511 0.0327 0.0349
H 1.372038 2.713607 -0.472837 0.2100 0.1125 -0.0102
```
Positions in Å, forces in eV/Å.

Properties
Max |F| (hartree/bohr): 0.01387
Spin multiplicity: 1
Energy relative to the best compared isomer or geometry (same formula, charge and spin) (kcal/mol): 0.00
LUMO level (eV): 0.554
E_tot (hartree): -2975.52545
Gap between HOMO and LUMO (Ha): 0.3760
HOMO level (eV): -9.68

=====

The following is a DFT calculation (the ωB97M-V functional and the def2-TZVPD basis) of an isolated molecule of C7H8BrNO2.

The geometry in XYZ format:
```
19
Properties=species:S:1:pos:R:3:forces:R:3
C -0.580908 -0.242766 -1.377973 0.1514 -0.8093 0.5531
C 1.380802 0.133423 0.250575 -1.8254 -0.0838 -0.5778
C -1.507742 0.718617 -0.595677 2.7330 -3.7844 2.5798
C -2.147116 -0.301643 0.423782 0.6888 -0.7679 -3.1652
C -1.269549 -0.823069 1.425971 1.6727 -1.3221 2.5625
C 0.726146 -0.348037 -0.857817 1.1477 -1.1970 -1.6480
C 2.647321 0.849504 0.017502 2.8854 -0.2673 1.4309
N 0.983691 0.029973 1.510269 2.2999 2.3668 0.2996
O -0.950150 -0.959201 -2.294185 -1.0294 0.7465 -0.3664
O -0.100970 -0.590889 1.941170 -1.1121 -0.6261 -1.3887
Br 2.024029 -1.168243 -2.171580 -1.0508 0.3545 0.7377
H -0.861945 1.428793 -0.092307 -0.4917 0.5012 0.0255
H -2.177032 1.054645 -1.254750 -2.7168 1.7613 -2.2137
H -2.967079 0.003649 0.982482 -1.8709 1.0671 0.9855
H -2.586130 -1.224669 -0.157559 0.9525 1.5304 0.7058
H -1.630376 -1.469072 2.235649 -1.0471 -0.0212 -0.7742
H 3.457129 0.127084 0.425628 -0.8565 1.5933 -0.2332
H 2.571728 1.802401 0.646961 0.6134 -1.2410 -0.9944
H 2.988151 0.979500 -1.058138 -1.1441 0.1992 1.4813
```
Positions in Å, forces in eV/Å.

Properties
Max |F| (hartree/bohr): 0.10372
Spin multiplicity: 1
Energy relative to the best compared isomer or geometry (same formula, charge and spin) (kcal/mol): 135.13
LUMO level (alpha / beta) (eV): -1.073 / -1.076
E_tot (hartree): -3050.56416
Gap between HOMO and LUMO (alpha / beta) (Ha): 0.2514 / 0.2512
HOMO level (alpha / beta) (eV): -7.91 / -7.91

=====

The following is a DFT calculation (the ωB97M-V functional and the def2-TZVPD basis) of a cluster of 5 separate species, C7H8Cl16O4PS in total.

The geometry in XYZ format:
```
37
Properties=species:S:1:pos:R:3:forces:R:3
C -2.176256 -0.688147 0.388562 -0.2349 0.2376 0.1735
C -1.326638 0.535619 0.201662 0.3364 -0.0540 -0.3666
O -0.374128 0.626015 -0.497709 -0.3041 0.0118 0.1990
O -1.742374 1.674091 0.953196 -0.3888 -0.4734 0.2195
C -1.004136 1.934667 2.061768 0.2781 0.2532 -0.2934
S -1.555668 0.951701 3.610832 -0.3018 -0.0133 0.4722
P 0.381858 -0.220222 4.323597 0.5684 -0.1309 -0.0070
O 0.494942 -1.489116 3.368227 -0.4669 0.0638 0.0709
O -0.199392 -0.830376 5.685292 -0.2156 0.1724 -0.3048
H -1.526296 -1.497712 0.717668 0.0153 -0.0900 -0.1274
H -2.984943 -0.539348 1.100229 0.0176 0.0911 0.0337
H -2.638513 -0.958389 -0.559547 0.1819 -0.0797 -0.0801
H -1.187921 2.948039 2.392308 -0.0420 0.1498 0.0095
H 0.064329 1.750865 1.936506 0.0534 -0.1346 0.0836
H -2.387734 0.018715 3.118382 0.1030 0.0240 -0.2693
H -0.039892 -2.267042 3.593209 0.1048 -0.0852 -0.0512
H -1.136003 -0.789689 5.910791 -0.0045 -0.0573 0.1648
C 3.431516 0.696407 0.211510 -0.0501 0.1123 0.0108
Cl 3.526886 -0.264339 -1.252405 -0.0008 -0.0048 -0.0088
Cl 2.995876 2.360256 -0.178716 -0.0003 0.0051 -0.0004
Cl 2.162112 0.008412 1.268201 0.1164 -0.1547 0.0856
Cl 4.962415 0.660457 1.073600 0.0122 0.0007 0.0059
C -3.401755 -1.154189 -4.170172 -0.0290 -0.0272 0.0413
Cl -2.541906 -1.528897 -5.656717 -0.0609 0.0728 0.1675
Cl -3.819144 -2.651127 -3.322987 -0.0026 -0.0070 0.0041
Cl -2.350495 -0.178447 -3.120832 0.0667 0.0556 -0.1008
Cl -4.867467 -0.250436 -4.531079 -0.0105 0.0069 -0.0003
C 4.136322 2.215837 6.140179 -0.0502 -0.0321 -0.0517
Cl 3.342452 2.257826 7.713043 0.0095 0.0067 0.0106
Cl 5.630829 1.301732 6.240162 0.0329 -0.0175 0.0054
Cl 3.040838 1.411864 4.971679 0.1815 0.1313 0.0819
Cl 4.455463 3.850305 5.579858 0.0093 0.0274 -0.0027
C -0.269331 -1.978671 -9.861431 -0.0091 0.0123 0.0362
Cl -1.210427 -2.147648 -8.364780 0.0733 -0.0739 -0.1898
Cl 1.266836 -2.824341 -9.677464 0.0126 -0.0055 -0.0016
Cl -1.178577 -2.676945 -11.197859 -0.0053 -0.0049 -0.0142
Cl 0.026323 -0.267730 -10.168760 0.0041 0.0113 -0.0057
```
Positions in Å, forces in eV/Å.

Properties
Max |F| (hartree/bohr): 0.01266
Spin multiplicity: 1
LUMO level (eV): -4.087
E_tot (hartree): -8674.80325
Gap between HOMO and LUMO (Ha): 0.3104
HOMO level (eV): -12.53
Net charge: +1